Here is one molecule with the formula C16H12ClFO3 from the OMol25 dataset. Energies are from wB97M-V/def2-TZVPD.

Cartesian coordinates (Å):
C 1.758621 -3.004904 -2.606403
C 2.243640 0.629190 -0.413565
C -3.866299 1.325535 0.620833
C -2.663324 1.202761 2.708528
O -0.236332 1.292932 -1.386600
H -0.549866 1.079168 2.581231
C -3.858644 1.291924 2.008231
H 1.942313 0.313896 -3.090361
C 1.080006 0.847744 0.558281
C -1.452985 1.172777 0.624709
C 3.583762 0.561948 0.289313
H -4.800545 1.396709 0.086696
F 1.599097 -4.153260 -3.297560
C 1.938371 -0.631769 -2.572231
C -0.211537 1.120377 -0.189496
C 2.079813 -0.660751 -1.191399
C -2.667256 1.268733 -0.058380
C 1.772821 -1.802886 -3.288943
O 3.506458 0.027778 1.516891
H -2.644732 1.296083 -1.137454
O 4.624909 0.913286 -0.192498
H -2.674474 1.182191 3.787018
H 4.392177 -0.034285 1.908762
H 1.893731 -4.019226 -0.731516
H 1.655483 -1.792693 -4.360764
H 1.291715 1.709075 1.197055
Cl -5.347124 1.363878 2.873723
C -1.467962 1.141489 2.019038
C 2.065544 -1.883895 -0.530993
H 2.188336 -1.921764 0.541368
C 1.905016 -3.064355 -1.232875
H 2.283443 1.458671 -1.124853
H 0.951439 -0.025427 1.197624

Forces on atoms 1 to 2 (eV/Å):
0.0 0.1 0.1
-0.1 -0.1 0.1

HOMO level ... -0.336 hartree
Lowest unoccupied orbital energy ... -0.0042 Eh
E_tot ... -1402.72346 hartree
Orbital gap ... 0.33174 hartree
SMILES ... O=C(C[C@@H](C(=O)O)c1ccc(F)cc1)c1ccc(Cl)cc1



Here is a 2-piece molecular cluster, C5H13NO overall at a distorted geometry from the OMol25 dataset. Energies are from wB97M-V/def2-TZVPD.

Cartesian coordinates (Å):
H 1.005729 -0.911079 0.117356
C -0.788045 0.252364 0.524707
H 1.234727 0.877272 0.090472
H 0.104424 -0.699861 -1.770166
C -1.518539 0.588378 1.803377
H -2.395696 -0.031670 1.933269
H -1.570696 -1.095702 -2.366379
H 6.237863 -0.587813 -0.446059
H 1.078865 -0.031249 1.576822
C -0.906201 -0.348160 -1.920248
H -0.914319 0.471993 -2.647051
H -3.224969 0.366240 -1.581129
C 0.709121 0.040885 0.550396
O 6.104172 -1.095231 0.364289
H 5.189809 -0.945058 0.611207
H -0.824373 0.539797 2.637306
C -1.478221 0.103909 -0.607242
H -3.412391 0.249423 0.047061
N -2.816659 0.609941 -0.687668
H -1.814601 1.645622 1.769678

Forces on atoms 1 to 2 (eV/Å):
0.1 0.1 -0.4
0.1 -0.8 0.0

HOMO level ... -0.288 hartree
Lowest unoccupied orbital energy ... 0.0247 Eh
E_tot ... -328.27710 hartree
Orbital gap ... 0.31239 hartree
Relative energy (zero: lowest compared OMol25 entry of this formula, charge and spin) ... 1.136 eV
SMILES ... CC(C)=C(C)N.O



Here is one molecule with the formula CH5BO at a distorted geometry from the OMol25 dataset. Energies are from wB97M-V/def2-TZVPD.

Cartesian coordinates (Å):
H -0.564723 1.603351 -0.169604
B -0.375955 0.429059 0.062435
O -1.537008 -0.235133 0.107817
H 1.380214 -0.738731 1.057905
H 1.695408 0.286747 -0.553680
C 0.974838 -0.316508 0.068785
H -2.225162 0.306640 -0.295701
H 0.652385 -1.335428 -0.277957

Forces on atoms 1 to 2 (eV/Å):
0.6 0.0 0.0
0.1 1.4 -0.1

HOMO level ... -0.396 hartree
Lowest unoccupied orbital energy ... 0.0247 Eh
E_tot ... -141.20890 hartree
Orbital gap ... 0.42099 hartree
Relative energy (zero: lowest compared OMol25 entry of this formula, charge and spin) ... 0.545 eV
SMILES ... CBO



Here is one molecule with the formula C2H3BrO2 at a distorted geometry from the OMol25 dataset. Energies are from wB97M-V/def2-TZVPD.

Cartesian coordinates (Å):
O 1.662404 0.340502 0.576379
H -0.192407 -1.414141 -0.767873
O 0.761227 1.458102 0.372835
H -0.081194 0.224468 -1.622927
C 0.309559 0.234582 0.466308
H -1.511721 -0.220414 -0.561233
C -0.452183 -0.412141 -0.666266
Br -0.495686 -0.210957 2.202776

Forces on atoms 1 to 2 (eV/Å):
1.1 -1.0 -0.5
0.2 -1.8 -0.2

HOMO level ... -0.389 hartree
Lowest unoccupied orbital energy ... 0.0291 Eh
E_tot ... -2802.36708 hartree
Orbital gap ... 0.41799 hartree
Relative energy (zero: lowest compared OMol25 entry of this formula, charge and spin) ... 3.985 eV
SMILES ... CC1(Br)OO1



Here is C32H25BiCl5GeN6O3S as an isolated structure at a distorted geometry from the OMol25 dataset. Energies are from wB97M-V/def2-TZVPD.

Cartesian coordinates (Å):
C 0.153707 0.596218 5.337749
C 3.259227 0.863018 -3.694979
Cl -5.579905 4.683876 -3.564329
C 1.741011 0.615967 3.267544
C 2.599663 3.133051 -2.815920
H 2.879257 -4.403590 -2.119424
H 1.936400 3.250039 -3.672357
H 5.339531 -2.239291 2.485172
N 2.650076 0.146330 1.128236
N -2.543140 -0.650354 -4.099037
H -5.485198 4.373933 -0.733056
C 2.971975 1.694221 -2.611744
Cl -0.395911 -1.112333 6.274681
H 4.085381 -1.886979 -1.919756
H 0.741903 1.008517 6.154998
C -3.252298 3.400370 -3.064211
H -1.748399 3.109223 3.461075
C 4.580873 -1.568244 2.104206
C 3.453975 0.009668 -1.130277
C 2.598410 -4.144870 -1.103399
H 3.165664 1.242334 -4.704233
C 2.766979 -4.489035 1.249533
H -2.744797 1.321092 3.416479
O 0.245000 -1.966542 0.680500
Cl -3.717918 -0.639676 2.869925
C 2.722958 -0.124949 2.428731
C 1.781834 -3.547673 1.458153
H 5.264061 -1.663933 0.069707
O -1.560159 2.192554 -0.062977
H 2.111661 3.517325 -1.923279
C 3.665477 -0.434605 -3.458474
H -1.230931 2.279995 -4.036863
O -0.103530 1.840984 -2.440775
H -3.503998 -0.416871 -3.928494
H 3.694712 -1.176677 4.031801
H 1.362435 -0.978523 4.455193
C 3.195879 -4.790952 -0.041767
C 3.542565 -0.395831 0.302655
Cl -1.452510 1.629446 3.397668
C -4.600959 3.925667 -1.163207
C -4.397609 3.948400 -2.530738
N 0.137676 -1.685177 -2.125904
H -3.088417 3.417823 -4.134333
H 1.426075 -3.320415 2.455605
N 3.054563 1.263247 -1.356469
H 3.200033 -5.004162 2.098588
C -2.298642 2.814917 -2.236807
C 4.535079 -1.259057 0.757795
C -3.661898 3.341979 -0.328644
Ge -1.490290 -0.890183 2.617780
N -0.586318 -1.467599 -3.276538
C 1.614660 -3.165015 -0.922453
C -1.122459 2.264392 -2.936790
H -2.284904 -1.036765 -4.991831
C -0.990354 1.384637 5.030903
C 3.664323 -0.988856 2.967250
C -2.497443 2.760361 -0.840948
H 3.498609 3.725465 -3.001195
H 3.888913 -1.100152 -4.282597
H -2.935284 0.951387 0.811248
C -1.955505 1.384213 1.076527
C 1.101163 0.059944 4.295537
H 1.043371 -3.260082 -3.035779
Cl -3.962293 3.471692 1.374710
N 1.553046 1.949548 2.871251
Bi -0.147485 -0.034247 -0.243466
H 3.958575 -5.538801 -0.210720
S -2.408004 -0.551077 -1.455591
C 1.197998 -2.848704 0.390299
C 0.933102 -2.678505 -2.118767
C 3.778787 -0.875295 -2.148401
C 0.816251 2.852759 2.754635
C -1.741638 -0.937527 -3.035573
H -1.644963 1.767166 5.795216

Forces on atoms 1 to 2 (eV/Å):
0.0 0.1 -0.4
0.0 0.0 0.0

HOMO level (spin up / spin down) ... -0.241 / -0.250 hartree
Lowest unoccupied orbital energy (spin up / spin down) ... -0.0247 / -0.0397 Eh
E_tot ... -6778.91063 hartree
Orbital gap (spin up / spin down) ... 0.21668 / 0.21043 hartree
Expectation value of S² ... 0.7688
Relative energy (zero: lowest compared OMol25 entry of this formula, charge and spin) ... 17.773 eV
2S+1 ... 2